# C5H9NS

The molecule C5H9NS (ωB97M-V/def2-TZVPD, OMol25).

Cartesian coordinates (Å):
C 0.301 0.168 1.426
C -0.192 0.242 -0.057
C 0.841 0.865 -1.045
C -0.681 -1.177 -0.506
N -2.022 -1.347 0.002
C -2.636 -0.286 0.238
S -1.765 1.292 -0.097
H 0.741 1.126 1.684
H 1.108 -0.568 1.225
H -0.452 -0.154 2.112
H 0.548 0.557 -2.077
H 1.875 0.489 -1.002
H 0.754 1.933 -1.028
H -0.438 -1.467 -1.487
H -0.102 -1.806 0.103
H -3.524 -0.158 0.858

Forces on the atoms, in the same order (eV/Å):
1.2 0.0 -2.9
-0.4 0.8 -0.5
-0.8 -1.4 -0.9
0.0 2.0 2.2
-0.8 -1.0 -0.5
0.7 1.9 0.5
0.3 -1.5 0.1
0.0 0.0 0.3
-0.1 0.2 1.2
-0.3 -0.3 0.4
-0.1 0.3 0.6
-0.3 0.3 0.7
0.5 0.6 0.2
-0.5 0.0 -1.6
0.9 -1.3 0.7
-0.3 -0.5 -0.6

Results
E_tot in hartree: -648.8204
Frontier orbital gap in hartree: 0.3544
SMILES string: CC1(C)CN=CS1
ΔE to the lowest compared entry with this formula, charge and spin in kJ/mol: 85.9
Charge: 0


# C5H10N2O

A cluster of 2 separate species, C5H10N2O in total (ωB97M-V/def2-TZVPD, OMol25).

Cartesian coordinates (Å):
C 0.000 0.000 0.000
C 0.502 0.815 1.128
C -0.486 0.891 2.275
C -1.647 1.598 2.472
N -1.998 1.284 3.794
C -1.194 0.366 4.218
N -0.194 0.037 3.357
H 0.651 -0.042 -0.890
H -0.950 0.484 -0.282
H -0.215 -1.031 0.328
H 1.442 0.369 1.506
H 0.743 1.817 0.725
H -2.080 2.377 1.845
H -2.780 1.571 4.388
H -1.429 -0.117 5.166
O 4.185 5.241 3.866
H 4.035 5.305 2.895
H 5.103 5.571 3.997

Forces on the atoms, in the same order (eV/Å):
-1.3 -0.8 -1.0
0.9 1.0 0.6
1.1 -1.3 0.3
0.8 0.5 0.3
-2.3 1.7 -1.2
3.0 -2.9 0.5
-2.6 1.8 0.7
-0.1 0.1 0.5
0.1 -0.6 -0.4
0.0 0.3 -0.2
-0.5 0.4 0.1
-0.1 -0.3 0.4
-0.1 -0.3 0.6
0.3 0.1 -1.0
0.6 0.1 -0.2
0.8 0.4 -0.9
0.2 -0.1 1.0
-1.0 -0.4 -0.2

Results
E_tot in hartree: -381.2523
Frontier orbital gap in hartree: 0.3504
SMILES string: CCc1c[nH]cn1.O
ΔE to the lowest compared entry with this formula, charge and spin in kJ/mol: 87.1
Charge: 0